Entry 1:
Formula: C2H7Cl3Si2
Source: OMol25
Level of theory: ωB97M-V with the def2-TZVPD basis set

* electronic energy: -2040.01502 Ha
* charge: 0
* max |F|: 1.92 eV/Å
* orbital gap (alpha / beta): 6.87 / 6.32 eV
* HOMO energy (alpha / beta): -8.1 / -7.9 eV
* LUMO level (alpha / beta): -1.2560 / -1.5542 eV
* multiplicity: 1
* energy above the lowest of the compared OMol25 structures with the same formula, charge and spin: 64.96 kcal per mole

Last columns: bonded neighbours and bond lengths (Å).
CARTESIAN COORDINATES (ANGSTROEM)
1 C -0.16 -1.24 0.16  C2 1.531, H8 1.087, H9 1.087, H10 1.089
2 C 0.50 0.11 -0.14  C1 1.531, Si3 1.894, H11 1.092, H12 1.093
3 Si -0.72 1.55 -0.13  C2 1.894, H13 1.456, H14 1.455
4 Si -4.15 0.10 -0.06  Cl5 2.052, Cl6 2.050, Cl7 2.044
5 Cl -4.14 -1.66 1.00  Si4 2.052
6 Cl -4.87 -0.36 -1.92  Si4 2.050
7 Cl -5.54 1.31 0.84  Si4 2.044
8 H -0.73 -1.19 1.09  C1 1.087
9 H -0.85 -1.51 -0.64  C1 1.087
10 H 0.59 -2.02 0.25  C1 1.089
11 H 1.01 0.04 -1.11  C2 1.092
12 H 1.28 0.29 0.60  C2 1.093
13 H -0.89 2.20 1.16  Si3 1.456
14 H -0.71 2.43 -1.29  Si3 1.455

=====

Entry 2:
Formula: C2H7Cl4NSi2
Source: OMol25
Level of theory: ωB97M-V with the def2-TZVPD basis set

* electronic energy: -2554.95478 Ha
* charge: 0
* max |F|: 3.34 eV/Å
* orbital gap (alpha / beta): 7.65 / 6.95 eV
* HOMO energy (alpha / beta): -9.1 / -8.3 eV
* LUMO level (alpha / beta): -1.4573 / -1.3941 eV
* multiplicity: 1
* energy above the lowest of the compared OMol25 structures with the same formula, charge and spin: 95.65 kcal per mole

Last columns: bonded neighbours and bond lengths (Å).
CARTESIAN COORDINATES (ANGSTROEM)
1 C 1.74 1.44 0.16  Si4 1.850, H10 1.125, H11 1.146, H12 1.061
2 C -0.92 0.21 1.17  Si4 1.910, H13 1.047, H14 1.146, H15 1.124
3 N 1.61 -1.04 1.83  Si4 1.760, Cl6 1.664
4 Si 0.84 -0.14 0.53  C1 1.850, C2 1.910, N3 1.760, H16 1.574
5 Si 4.23 -0.68 0.81  Cl7 1.985, Cl8 1.973, Cl9 1.965
6 Cl 1.23 -2.65 2.05  N3 1.664
7 Cl 4.43 -1.58 -0.95  Si5 1.985
8 Cl 4.84 1.19 0.56  Si5 1.973
9 Cl 5.26 -1.63 2.18  Si5 1.965
10 H 1.16 2.05 -0.58  C1 1.125
11 H 2.13 2.06 1.03  C1 1.146
12 H 2.65 1.08 -0.24  C1 1.061
13 H -0.98 0.60 2.14  C2 1.047
14 H -1.49 0.89 0.44  C2 1.146
15 H -1.53 -0.74 1.08  C2 1.124
16 H 0.61 -1.06 -0.72  Si4 1.574

=====

Entry 3:
Formula: C2H7ClN2O2P
Source: OMol25
Level of theory: ωB97M-V with the def2-TZVPD basis set

* electronic energy: -1142.04049 Ha
* charge: -1
* SMILES: CN(C)N[P@](=O)([O-])Cl
* max |F|: 4.56 eV/Å
* orbital gap: 8.01 eV
* HOMO energy: -4.4 eV
* LUMO level: 3.6305 eV
* multiplicity: 1
* energy above the lowest of the compared OMol25 structures with the same formula, charge and spin: 7.41 kcal per mole

Last columns: bonded neighbours and bond lengths (Å).
CARTESIAN COORDINATES (ANGSTROEM)
1 C 0.33 -1.68 -0.91  N2 1.458, H9 1.102, H10 1.128, H11 1.140
2 N 0.31 -0.46 -0.10  C1 1.458, C3 1.506, N4 1.400
3 C 1.58 0.36 -0.19  N2 1.506, H12 1.076, H13 1.230, H14 1.156
4 N -0.74 0.42 -0.39  N2 1.400, P5 1.917, H15 1.071
5 P -1.93 0.89 1.04  N4 1.917, O6 1.441, O7 1.481, Cl8 2.134
6 O -2.50 -0.26 1.70  P5 1.441
7 O -2.78 2.03 0.62  P5 1.481
8 Cl -0.37 1.63 2.29  P5 2.134
9 H -0.69 -2.09 -0.88  C1 1.102
10 H 0.92 -1.57 -1.86  C1 1.128
11 H 0.88 -2.52 -0.37  C1 1.140
12 H 1.66 0.94 -1.09  C3 1.076
13 H 1.38 1.15 0.73  C3 1.230
14 H 2.52 -0.28 0.00  C3 1.156
15 H -0.57 1.45 -0.60  N4 1.071

=====

Entry 4:
Formula: C2H7ClN2O2P
Source: OMol25
Level of theory: ωB97M-V with the def2-TZVPD basis set

* electronic energy: -1142.02559 Ha
* charge: -1
* max |F|: 1.61 eV/Å
* orbital gap (alpha / beta): 8.13 / 8.13 eV
* HOMO energy (alpha / beta): -4.3 / -4.3 eV
* LUMO level (alpha / beta): 3.8036 / 3.8036 eV
* multiplicity: 1
* energy above the lowest of the compared OMol25 structures with the same formula, charge and spin: 16.76 kcal per mole

Last columns: bonded neighbours and bond lengths (Å).
CARTESIAN COORDINATES (ANGSTROEM)
1 C 0.24 -0.10 -1.18  N4 1.302, H10 1.072, H11 1.074
2 C 1.80 0.56 0.48  N4 1.453, H12 1.088, H13 1.090, H14 1.091
3 N 2.09 -1.42 -0.61  N4 1.289, H15 1.024
4 N 1.32 -0.39 -0.51  C1 1.302, C2 1.453, N3 1.289
5 O -1.14 0.30 1.55  P7 1.480
6 O -2.64 -1.21 0.09  P7 1.473
7 P -2.31 0.11 0.66  O5 1.480, O6 1.473, Cl8 2.067, H9 1.406
8 Cl -3.95 0.76 1.74  P7 2.067
9 H -2.40 1.14 -0.29  P7 1.406
10 H -0.28 0.80 -0.96  C1 1.072
11 H -0.18 -0.82 -1.86  C1 1.074
12 H 2.70 0.14 0.92  C2 1.088
13 H 2.02 1.52 0.01  C2 1.090
14 H 1.02 0.70 1.23  C2 1.091
15 H 1.70 -2.10 -1.26  N3 1.024

=====

Entry 5:
Formula: C2H7ClO2Si
Source: OMol25
Level of theory: ωB97M-V with the def2-TZVPD basis set

* electronic energy: -980.50866 Ha
* charge: 0
* SMILES: COC[SiH]=O.Cl
* max |F|: 4.60 eV/Å
* orbital gap: 9.61 eV
* HOMO energy: -10.4 eV
* LUMO level: -0.8101 eV
* multiplicity: 1
* energy above the lowest of the compared OMol25 structures with the same formula, charge and spin: 107.53 kcal per mole

Last columns: bonded neighbours and bond lengths (Å).
CARTESIAN COORDINATES (ANGSTROEM)
1 C 1.86 -0.01 -0.89  O2 1.335, H6 1.063, H7 1.202, H8 1.038
2 O 1.66 0.41 0.36  C1 1.335, C3 1.453
3 C 0.27 0.51 0.76  O2 1.453, Si4 1.876, H9 1.131, H10 1.127
4 Si -0.81 -1.01 0.54  C3 1.876, O5 1.519, H11 1.403
5 O -1.92 -1.06 -0.49  Si4 1.519
6 H 1.32 0.64 -1.53  C1 1.063
7 H 1.34 -1.09 -0.96  C1 1.202
8 H 2.86 -0.10 -1.14  C1 1.038
9 H 0.40 0.75 1.86  C3 1.131
10 H -0.10 1.50 0.36  C3 1.127
11 H -0.47 -2.09 1.37  Si4 1.403
12 Cl -3.70 1.14 -0.02  H13 1.244
13 H -2.72 0.40 -0.22  Cl12 1.244

=====

Entry 6:
Formula: C2H7FP2
Source: OMol25
Level of theory: ωB97M-V with the def2-TZVPD basis set

* electronic energy: -862.92525 Ha
* charge: 0
* SMILES: F[PH]#[PH2].C=C
* max |F|: 0.96 eV/Å
* orbital gap: 9.83 eV
* HOMO energy: -9.1 eV
* LUMO level: 0.7109 eV
* multiplicity: 1
* energy above the lowest of the compared OMol25 structures with the same formula, charge and spin: 2.79 kcal per mole

Last columns: bonded neighbours and bond lengths (Å).
CARTESIAN COORDINATES (ANGSTROEM)
1 F 0.27 -0.82 -2.55  P2 1.641
2 P 0.56 0.79 -2.70  F1 1.641, P3 2.175, H4 1.413
3 P 1.53 1.07 -0.77  P2 2.175, H5 1.393, H6 1.398
4 H -0.71 1.15 -2.20  P2 1.413
5 H 1.68 2.43 -1.02  P3 1.393
6 H 2.80 0.78 -1.28  P3 1.398
7 C -1.45 -1.16 1.33  C8 1.318, H9 1.079, H10 1.078
8 C -0.59 -0.64 2.18  C7 1.318, H11 1.078, H12 1.077
9 H -1.14 -1.85 0.56  C7 1.079
10 H -2.50 -0.93 1.35  C7 1.078
11 H -0.90 0.06 2.95  C8 1.078
12 H 0.46 -0.87 2.15  C8 1.077

=====

Entry 7:
Formula: C2H7IN2S
Source: OMol25
Level of theory: ωB97M-V with the def2-TZVPD basis set

* electronic energy: -885.67682 Ha
* charge: 0
* max |F|: 4.64 eV/Å
* orbital gap (alpha / beta): 6.58 / 6.58 eV
* HOMO energy (alpha / beta): -7.6 / -7.6 eV
* LUMO level (alpha / beta): -0.9804 / -0.9800 eV
* multiplicity: 1
* energy above the lowest of the compared OMol25 structures with the same formula, charge and spin: 14.57 kcal per mole

Last columns: bonded neighbours and bond lengths (Å).
CARTESIAN COORDINATES (ANGSTROEM)
1 C -0.64 1.21 -0.08  N3 1.448, H7 1.021, H8 1.163, H9 1.130
2 C -1.55 -0.92 0.46  N3 1.419, H10 1.066, H11 1.135, H12 1.075
3 N -0.48 -0.23 -0.14  C1 1.448, C2 1.419, N4 1.225
4 N 0.58 -0.73 -0.51  N3 1.225, S5 1.724
5 S 2.18 -0.09 -0.60  N4 1.724, I6 2.847, H13 1.329
6 I 4.95 0.51 -0.27  S5 2.847
7 H -0.05 1.72 -0.74  C1 1.021
8 H -1.70 1.67 -0.08  C1 1.163
9 H -0.30 1.51 0.95  C1 1.130
10 H -1.72 -0.43 1.39  C2 1.066
11 H -2.48 -0.87 -0.20  C2 1.135
12 H -1.36 -1.98 0.49  C2 1.075
13 H 2.55 -1.37 -0.68  S5 1.329

=====

Entry 8:
Formula: C2H7IN3
Source: OMol25
Level of theory: ωB97M-V with the def2-TZVPD basis set

* electronic energy: -542.07148 Ha
* charge: +1
* SMILES: NCN(I)C=[NH2+]
* max |F|: 3.46 eV/Å
* orbital gap: 8.87 eV
* HOMO energy: -13.8 eV
* LUMO level: -4.9595 eV
* multiplicity: 1
* energy above the lowest of the compared OMol25 structures with the same formula, charge and spin: 21.57 kcal per mole

Last columns: bonded neighbours and bond lengths (Å).
CARTESIAN COORDINATES (ANGSTROEM)
1 N -1.28 1.05 -0.41  C2 1.460, H7 0.973, H8 0.991
2 C -1.34 -0.26 0.24  N1 1.460, N3 1.446, H9 1.093, H10 1.106
3 N 0.02 -0.75 0.16  C2 1.446, I4 2.065, C5 1.349
4 I 0.44 -2.76 0.31  N3 2.065
5 C 0.92 0.25 0.01  N3 1.349, N6 1.291, H11 1.054
6 N 2.18 -0.01 -0.03  C5 1.291, H12 1.063, H13 1.066
7 H -1.56 1.03 -1.34  N1 0.973
8 H -1.79 1.84 -0.12  N1 0.991
9 H -1.88 -1.02 -0.32  C2 1.093
10 H -1.85 -0.35 1.22  C2 1.106
11 H 0.76 1.29 0.10  C5 1.054
12 H 2.43 -1.04 0.12  N6 1.063
13 H 2.94 0.73 0.08  N6 1.066